No. 1
Molecular formula: C3INS
Method: DFT, ωB97M-V/def2-TZVPD

```
6
Properties=species:S:1:pos:R:3:nbo_charge:R:1
C 0.407 -0.975 -0.003 0.0421
C 1.695 -0.883 -0.180 -0.3308
C -0.555 -0.031 0.187 0.1572
N -0.003 1.125 0.134 -0.5898
S 1.691 0.846 -0.118 0.6807
I -3.235 -0.083 -0.019 0.0406
```

Results
Strongest force on any atom: 3.76 eV/Å
Electronic energy: -23530.0615 eV
HOMO: -10.16 eV


No. 2
Molecular formula: C3INS
Method: DFT, ωB97M-V/def2-TZVPD

```
6
Properties=species:S:1:pos:R:3:lowdin_spin:R:1
C -0.046 0.671 0.971 0.3057
C -1.330 0.210 0.857 0.5122
C 0.054 -0.026 -0.112 0.0940
N -0.364 -0.682 -1.105 0.0686
S -1.840 -0.818 -0.551 0.0610
I 3.525 0.645 -0.060 0.9584
```

Results
Strongest force on any atom: 3.87 eV/Å
Multiplicity: 3
Electronic energy: -23528.9331 eV
⟨S²⟩: 2.01
HOMO (alpha / beta): -9.43 / -10.01 eV


No. 3
Molecular formula: C3N2O
Method: DFT, ωB97M-V/def2-TZVPD

```
6
Properties=species:S:1:pos:R:3:nbo_charge:R:1
O -0.042 1.816 -0.091 -0.3724
C -0.020 0.619 -0.031 0.4099
C -1.205 -0.249 0.009 0.1588
N -2.030 -1.058 0.051 -0.1773
C 1.203 -0.196 0.013 0.1592
N 2.094 -0.932 0.049 -0.1782
```

Results
Strongest force on any atom: 1.12 eV/Å
SMILES: N#CC(=O)C#N
Electronic energy: -8136.4106 eV
HOMO: -12.82 eV


No. 4
Molecular formula: C3N2O
Method: DFT, ωB97M-V/def2-TZVPD

```
6
Properties=species:S:1:pos:R:3:nbo_charge:R:1
C -1.027 0.218 -0.351 0.1863
C -1.193 1.251 0.609 0.1799
C 2.315 -1.975 -0.241 0.5122
N -0.835 -0.635 -1.117 -0.1861
N -1.193 2.052 1.407 -0.1801
O 1.933 -0.911 -0.306 -0.5123
```

Results
Strongest force on any atom: 3.46 eV/Å
Electronic energy: -8136.6431 eV
HOMO: -12.88 eV


No. 5
Molecular formula: C3N2OS
Method: DFT, ωB97M-V/def2-TZVPD

```
7
Properties=species:S:1:pos:R:3:nbo_charge:R:1
C -0.939 -1.146 1.034 0.0089
C 0.976 0.778 -1.874 -0.0163
C -0.138 -0.095 1.198 0.7350
N -1.678 -2.048 0.970 -0.0530
N 1.354 1.867 -1.938 -0.3428
O 0.500 0.836 1.416 -0.2545
S 0.419 -0.755 -1.765 -0.0772
```

Results
Strongest force on any atom: 3.15 eV/Å
Electronic energy: -18968.8559 eV
HOMO (alpha / beta): -9.47 / -8.31 eV


No. 6
Molecular formula: C3N3O2
Method: DFT, ωB97M-V/def2-TZVPD

```
8
Properties=species:S:1:pos:R:3:nbo_charge:R:1
C 1.799 0.767 0.448 0.5954
C -1.178 -1.080 -1.151 0.4582
C -0.574 0.288 0.637 0.8840
N 2.832 0.712 -0.053 -0.5098
N -1.746 -1.770 -1.884 -0.5204
N -0.369 -0.355 -0.458 -0.7293
O -1.490 0.518 1.380 -0.6295
O 0.727 0.920 1.082 -0.5485
```

Results
Strongest force on any atom: 1.78 eV/Å
SMILES: N#C/N=C(\[O-])OC#N
Charge: -1
Electronic energy: -11677.4604 eV
HOMO: -5.55 eV


No. 7
Molecular formula: C3N3O2
Method: DFT, ωB97M-V/def2-TZVPD

```
8
Properties=species:S:1:pos:R:3:nbo_charge:R:1
C 0.416 1.297 0.326 0.4814
C 1.297 -0.736 -0.156 0.4568
C -1.309 -0.390 -0.134 0.9114
N 0.770 2.373 0.512 -0.4203
N 2.109 -1.514 -0.397 -0.4168
N 0.213 -0.069 0.137 -0.6281
O -1.563 -1.478 -0.569 -0.6945
O -1.934 0.517 0.282 -0.6898
```

Results
Strongest force on any atom: 4.00 eV/Å
SMILES: N#CN(C#N)C(=O)[O-]
Charge: -1
Electronic energy: -11677.4343 eV
HOMO: -6.05 eV


No. 8
Molecular formula: C3O2
Method: DFT, ωB97M-V/def2-TZVPD

```
5
Properties=species:S:1:pos:R:3:nbo_charge:R:1
C 0.149 0.072 -0.261 -0.2551
C 1.300 0.899 -0.444 0.4087
C -0.599 -0.713 0.406 0.6423
O -1.043 -1.668 1.129 -0.4490
O 0.193 1.410 -0.831 -0.3468
```

Results
Strongest force on any atom: 8.56 eV/Å
Electronic energy: -7199.6106 eV
HOMO: -10.14 eV


No. 9
Molecular formula: C3O4Rh
Method: DFT, ωB97M-V/def2-TZVPD

```
8
Properties=species:S:1:pos:R:3:lowdin_spin:R:1
C -1.862 -0.305 -0.248 0.3776
C -1.075 0.482 -0.825 0.3284
O 0.063 0.922 -1.373 0.4266
O 0.885 0.256 1.161 0.1026
Rh 0.008 2.210 0.055 3.0946
O 2.345 -1.309 0.148 0.0182
C 1.458 -0.760 0.644 0.0380
O -1.821 -1.497 0.438 0.6140
```

Results
Strongest force on any atom: 8.34 eV/Å
Multiplicity: 6
Electronic energy: -14299.4009 eV
⟨S²⟩: 8.80
HOMO (alpha / beta): -6.88 / -10.24 eV


No. 10
Molecular formula: C3O4S
Method: DFT, ωB97M-V/def2-TZVPD

```
8
Properties=species:S:1:pos:R:3:nbo_charge:R:1
C -0.527 0.276 0.238 -0.2744
C 1.321 0.091 0.900 0.8626
C -0.807 -0.415 -1.062 0.6550
O 2.108 0.169 -0.053 -0.7575
O -1.009 0.422 -1.956 -0.7630
O 1.359 -0.033 2.086 -0.7235
O -0.873 -1.624 -1.293 -0.7768
S -1.571 1.114 1.140 -0.2225
```

Results
Strongest force on any atom: 3.92 eV/Å
Charge: -2
Electronic energy: -22134.9870 eV
HOMO: 0.68 eV


No. 11
Molecular formula: C40H100O20
Method: DFT, ωB97M-V/def2-TZVPD

```
160
Properties=species:S:1:pos:R:3:mulliken_charge:R:1
C 6.988 23.487 2.502 -0.6199
O 6.499 22.478 3.345 -0.3566
C 5.614 21.550 2.724 0.1383
C 4.626 21.038 3.766 -0.9133
O 5.151 20.203 4.797 0.7905
C 6.200 20.761 5.588 -1.0933
H 7.611 23.107 1.683 0.1445
H 7.576 24.207 3.067 0.3145
H 6.133 23.998 2.035 0.3706
H 6.186 20.652 2.465 -0.3298
H 5.156 21.995 1.841 0.7691
H 3.855 20.438 3.280 -0.1186
H 4.177 21.876 4.313 0.7344
H 6.487 19.972 6.284 0.1044
H 5.826 21.647 6.102 0.3528
H 7.117 20.982 5.046 0.2344
C 12.411 19.710 2.020 -0.4185
O 13.200 19.546 0.855 -0.5639
C 12.508 19.354 -0.355 0.9566
C 13.398 18.670 -1.397 -0.7344
O 12.718 18.179 -2.528 -0.3766
C 12.007 19.163 -3.272 -0.5343
H 11.695 20.517 1.885 0.1923
H 13.034 19.837 2.910 0.4201
H 12.057 18.705 2.289 0.1127
H 12.080 20.314 -0.655 0.1453
H 11.728 18.608 -0.169 -0.4935
H 13.727 17.763 -0.878 0.3005
H 14.354 19.131 -1.664 0.3762
H 11.047 19.365 -2.793 0.0963
H 11.818 18.696 -4.237 0.2585
H 12.575 20.083 -3.422 0.3344
C 5.788 16.428 3.964 1.5224
O 7.009 16.564 4.625 -0.6807
C 7.707 17.696 4.187 2.8594
C 9.061 17.678 4.862 -0.9268
O 9.771 18.877 4.649 -0.1488
C 11.041 18.878 5.259 -0.9637
H 5.210 15.600 4.380 -0.1223
H 5.806 16.107 2.914 -0.4237
H 5.205 17.352 4.020 -0.9251
H 7.156 18.633 4.372 -1.1350
H 7.741 17.758 3.087 -0.6082
H 9.699 16.846 4.551 0.3794
H 8.765 17.534 5.910 0.4099
H 11.016 18.798 6.351 0.3170
H 11.391 19.884 5.026 0.3210
H 11.737 18.128 4.876 0.2585
C 9.799 24.004 -0.514 -0.8095
O 9.771 22.663 -0.046 -0.2809
C 8.692 21.925 -0.552 -1.3732
C 8.420 20.764 0.398 1.1413
O 9.392 19.761 0.219 -0.0744
C 9.206 18.638 1.056 -0.3877
H 10.735 24.524 -0.332 0.2288
H 8.905 24.498 -0.132 0.2495
H 9.775 23.980 -1.612 0.3146
H 8.831 21.656 -1.606 0.5803
H 7.759 22.515 -0.565 0.4547
H 7.471 20.349 0.022 -0.3807
H 8.331 21.039 1.451 0.1016
H 9.986 17.926 0.818 -0.2518
H 8.239 18.178 0.821 0.0002
H 9.223 18.894 2.120 0.4942
C 14.522 17.076 4.754 -0.5998
O 15.765 17.488 5.280 -0.3695
C 16.857 16.744 4.767 -0.6216
C 16.939 15.323 5.283 -0.3324
O 17.171 15.301 6.661 -0.3012
C 17.358 13.986 7.186 -0.7316
H 13.816 17.884 4.927 0.1639
H 14.152 16.146 5.189 0.2686
H 14.556 16.954 3.664 0.3489
H 17.756 17.263 5.107 0.2894
H 16.807 16.778 3.673 0.4217
H 17.714 14.805 4.704 0.3593
H 15.979 14.849 5.030 0.3014
H 17.629 14.192 8.221 0.2481
H 18.045 13.362 6.618 0.2960
H 16.352 13.553 7.257 0.2991
C 3.848 13.942 6.516 -0.4900
O 2.678 13.620 5.806 -0.3289
C 2.835 12.481 4.972 -0.1034
C 1.509 12.193 4.295 -0.7321
O 1.193 13.184 3.359 -0.1526
C 0.054 12.902 2.590 -0.8165
H 4.724 13.774 5.884 0.3468
H 3.893 13.415 7.474 0.3351
H 3.900 14.993 6.808 -0.0739
H 3.165 11.667 5.624 0.3944
H 3.554 12.725 4.181 0.0563
H 0.706 12.138 5.041 0.3431
H 1.605 11.200 3.837 0.4128
H 0.132 11.957 2.040 0.3212
H -0.017 13.679 1.830 0.2217
H -0.848 12.892 3.209 0.3076
C 5.016 13.214 1.090 -0.7224
O 6.214 13.609 1.731 -0.3665
C 7.050 14.372 0.883 -0.3021
C 8.364 14.650 1.594 -0.4739
O 9.085 15.685 0.930 -0.0542
C 9.473 15.346 -0.382 -0.8547
H 4.625 12.376 1.665 0.2147
H 5.169 12.869 0.064 0.3859
H 4.278 14.019 1.104 0.2554
H 6.598 15.321 0.570 0.0588
H 7.190 13.821 -0.055 0.7135
H 8.965 13.736 1.606 0.3753
H 8.236 15.000 2.616 -0.0040
H 10.219 16.051 -0.756 0.1406
H 8.641 15.494 -1.081 0.2892
H 9.884 14.340 -0.483 0.4092
C -0.653 21.663 3.867 -0.8987
O 0.667 21.314 4.158 -0.2312
C 0.755 20.179 5.003 -0.7609
C 2.206 19.788 5.239 1.0424
O 2.197 18.901 6.306 -0.5713
C 3.446 18.247 6.474 0.3167
H -1.084 22.203 4.730 0.3519
H -1.346 20.845 3.657 0.3332
H -0.684 22.453 3.116 0.2767
H 0.279 19.302 4.550 0.3785
H 0.221 20.438 5.922 0.4821
H 2.953 20.598 5.351 0.2093
H 2.679 19.449 4.298 -0.9612
H 4.203 19.020 6.655 -0.1125
H 3.721 17.703 5.568 -0.0832
H 3.389 17.586 7.334 0.2387
C 1.907 19.393 1.687 -0.8750
O 3.296 19.560 1.608 -0.4232
C 4.078 18.406 1.409 -0.7673
C 5.541 18.768 1.265 2.4743
O 5.878 19.687 0.246 -0.3627
C 5.393 19.392 -1.042 -1.0682
H 1.420 18.763 0.932 0.3553
H 1.489 20.391 1.609 0.3037
H 1.603 18.909 2.620 0.2493
H 3.802 17.962 0.439 0.5046
H 3.847 17.698 2.211 0.3884
H 6.197 17.899 1.157 -0.9080
H 5.899 19.279 2.166 -1.7872
H 4.349 19.653 -1.212 0.2596
H 5.649 18.377 -1.369 0.3504
H 5.993 19.977 -1.745 0.3973
C 4.679 17.250 12.468 -0.6409
O 4.309 15.987 12.003 -0.3474
C 5.232 15.354 11.128 -0.7477
C 5.529 16.129 9.853 -0.3352
O 6.572 17.049 10.096 -0.4136
C 6.885 17.759 8.922 -0.5922
H 4.887 17.988 11.697 0.2133
H 5.455 17.326 13.242 0.2752
H 3.881 17.718 13.061 0.2881
H 4.783 14.399 10.849 0.3099
H 6.162 15.123 11.659 0.3558
H 4.657 16.669 9.469 0.2880
H 5.889 15.378 9.134 0.5005
H 7.824 18.302 8.970 0.3615
H 6.078 18.469 8.692 0.2886
H 6.887 17.068 8.070 0.2135
```

Results
Strongest force on any atom: 2.18 eV/Å
SMILES: COCCOC.COCCOC.COCCOC.COCCOC.COCCOC.COCCOC.COCCOC.COCCOC.COCCOC.COCCOC
Electronic energy: -84036.6663 eV
HOMO: -8.99 eV


No. 12
Molecular formula: C40H102N6O14
Method: DFT, ωB97M-V/def2-TZVPD

```
162
Properties=species:S:1:pos:R:3:lowdin_spin:R:1
C -5.281 1.816 0.136 0.0000
C -4.386 1.575 -1.154 0.0000
O -3.215 2.393 -0.967 0.0000
H -6.025 1.039 0.309 0.0000
H -5.703 2.812 0.267 0.0000
H -4.546 1.704 0.934 0.0000
H -4.875 1.742 -2.114 0.0000
H -4.076 0.536 -1.036 0.0000
H -2.860 2.636 -1.825 0.0000
C -0.336 0.305 0.808 0.0000
C -0.810 0.346 -0.640 0.0000
O -0.396 1.592 -1.098 0.0000
H -0.725 1.162 1.358 0.0000
H 0.743 0.427 0.903 0.0000
H -0.551 -0.596 1.383 0.0000
H -1.895 0.363 -0.747 0.0000
H -0.432 -0.317 -1.419 0.0000
H -0.746 2.288 -0.537 0.0000
C 2.357 -1.553 5.743 0.0000
O 0.958 -1.709 5.427 0.0000
C 0.248 -0.749 4.515 0.0000
C -1.228 -1.185 4.447 0.0000
N -1.815 -1.107 5.770 0.0000
C -3.254 -1.512 5.842 0.0000
C -3.846 -1.155 7.209 0.0000
O -3.253 -1.753 8.295 0.0000
C -4.230 -1.626 9.386 0.0000
H 2.839 -1.966 4.857 0.0000
H 2.648 -2.226 6.550 0.0000
H 2.749 -0.571 6.007 0.0000
H 0.835 -0.839 3.601 0.0000
H 0.292 0.286 4.853 0.0000
H -1.254 -2.213 4.084 0.0000
H -1.700 -0.596 3.660 0.0000
H -1.235 -1.628 6.411 0.0000
H -3.436 -2.549 5.562 0.0000
H -3.811 -1.038 5.033 0.0000
H -4.902 -1.408 7.111 0.0000
H -3.835 -0.069 7.297 0.0000
H -5.073 -2.317 9.396 0.0000
H -4.576 -0.605 9.548 0.0000
H -3.728 -1.703 10.350 0.0000
C 9.552 -4.450 -0.385 0.0000
O 8.577 -3.419 -0.374 0.0000
C 8.740 -2.579 0.810 0.0000
C 7.746 -2.870 1.936 0.0000
N 6.464 -2.249 1.790 0.0000
C 6.414 -0.872 2.146 0.0000
C 5.170 -0.125 1.779 0.0000
O 4.991 -0.180 0.352 0.0000
C 4.035 0.849 -0.029 0.0000
H 10.602 -4.168 -0.456 0.0000
H 9.398 -5.054 -1.279 0.0000
H 9.454 -5.221 0.378 0.0000
H 8.481 -1.572 0.481 0.0000
H 9.719 -2.552 1.289 0.0000
H 8.190 -2.562 2.883 0.0000
H 7.574 -3.931 2.118 0.0000
H 6.345 -2.184 0.789 0.0000
H 7.127 -0.282 1.570 0.0000
H 6.442 -0.755 3.229 0.0000
H 5.383 0.894 2.101 0.0000
H 4.459 -0.484 2.523 0.0000
H 3.051 0.701 0.415 0.0000
H 3.776 0.788 -1.086 0.0000
H 4.518 1.810 0.146 0.0000
C -1.612 4.063 1.654 0.0000
O -0.799 4.039 0.444 0.0000
C 0.526 4.649 0.572 0.0000
C 1.480 3.510 0.977 0.0000
N 1.819 3.850 2.344 0.0000
C 2.735 2.816 2.917 0.0000
C 2.627 2.838 4.429 0.0000
O 3.562 1.977 5.011 0.0000
C 3.814 2.005 6.358 0.0000
H -2.616 3.936 1.249 0.0000
H -1.757 5.036 2.124 0.0000
H -1.246 3.403 2.440 0.0000
H 0.621 5.489 1.261 0.0000
H 0.868 5.022 -0.393 0.0000
H 2.319 3.466 0.284 0.0000
H 1.113 2.495 0.825 0.0000
H 0.975 4.042 2.865 0.0000
H 3.741 3.015 2.547 0.0000
H 2.390 1.835 2.591 0.0000
H 1.634 2.629 4.829 0.0000
H 2.754 3.899 4.646 0.0000
H 4.250 2.942 6.704 0.0000
H 4.532 1.245 6.667 0.0000
H 3.016 1.752 7.056 0.0000
C -6.205 -4.768 -1.587 0.0000
O -5.082 -5.189 -0.780 0.0000
C -5.311 -6.310 0.040 0.0000
C -6.082 -5.731 1.329 0.0000
N -5.500 -4.438 1.630 0.0000
C -4.230 -4.575 2.363 0.0000
C -3.517 -3.156 2.537 0.0000
O -2.528 -2.861 1.523 0.0000
C -3.017 -2.423 0.275 0.0000
H -6.649 -5.614 -2.111 0.0000
H -6.059 -3.881 -2.203 0.0000
H -6.979 -4.304 -0.975 0.0000
H -4.442 -6.682 0.582 0.0000
H -5.834 -7.115 -0.476 0.0000
H -5.921 -6.352 2.211 0.0000
H -7.122 -5.420 1.226 0.0000
H -5.263 -4.074 0.718 0.0000
H -3.562 -5.260 1.841 0.0000
H -4.408 -5.030 3.337 0.0000
H -2.919 -3.263 3.442 0.0000
H -4.147 -2.339 2.891 0.0000
H -3.188 -3.278 -0.378 0.0000
H -2.172 -2.070 -0.316 0.0000
H -3.850 -1.720 0.315 0.0000
C 0.310 -2.627 -4.134 0.0022
O 0.649 -2.414 -5.465 0.0378
C 2.075 -2.740 -5.662 0.0330
C 2.658 -2.117 -6.908 0.0725
N 3.229 -0.864 -6.545 0.6470
C 2.171 0.092 -6.211 0.0759
C 2.742 1.403 -5.633 0.0066
O 3.465 2.162 -6.548 0.0056
C 2.732 2.661 -7.646 0.0020
H -0.476 -1.966 -3.767 0.0000
H 1.103 -2.474 -3.402 0.0007
H -0.137 -3.614 -4.011 0.0014
H 2.106 -3.821 -5.799 0.0080
H 2.743 -2.630 -4.808 -0.0007
H 1.864 -2.127 -7.655 0.0346
H 3.486 -2.711 -7.293 0.0020
H 3.872 -0.605 -7.280 0.0214
H 1.572 -0.389 -5.438 0.0074
H 1.635 0.163 -7.157 0.0392
H 3.293 1.127 -4.734 0.0003
H 1.936 1.960 -5.155 -0.0001
H 1.797 3.179 -7.434 -0.0001
H 2.581 1.972 -8.477 0.0010
H 3.304 3.466 -8.107 0.0004
C -2.150 0.003 -5.973 0.0005
O -2.290 1.242 -5.306 0.0006
C -1.500 1.520 -4.169 0.0001
C -1.321 2.972 -3.982 0.0000
N -2.522 3.589 -3.332 0.0000
C -3.541 4.268 -4.196 0.0000
C -3.479 5.834 -4.226 0.0000
O -2.159 6.236 -4.534 0.0000
C -2.002 7.522 -5.079 0.0000
H -2.433 -0.809 -5.304 0.0001
H -1.114 -0.129 -6.285 0.0003
H -2.885 0.091 -6.773 0.0000
H -0.506 1.136 -4.396 0.0000
H -1.806 1.036 -3.242 0.0000
H -1.080 3.394 -4.957 0.0000
H -0.461 3.055 -3.317 0.0000
H -2.087 4.396 -2.907 0.0000
H -4.471 3.827 -3.837 0.0000
H -3.588 3.843 -5.198 0.0000
H -3.773 6.330 -3.301 0.0000
H -4.272 6.125 -4.915 0.0000
H -2.192 8.438 -4.520 0.0000
H -2.652 7.566 -5.953 0.0000
H -1.028 7.763 -5.505 0.0000
```

Results
Strongest force on any atom: 3.69 eV/Å
Charge: +1
Multiplicity: 2
Electronic energy: -80716.5997 eV
⟨S²⟩: 0.75
HOMO (alpha / beta): -9.60 / -9.60 eV